47
Properties=species:S:1:pos:R:3:forces:R:3 method="wB97M-V/def2-TZVPD" homo_lumo_gap_ev=7.02 lumo_energy_ha=-0.184 max_force_ha_per_bohr=0.0704 charge=+1 homo_ha=-0.4422
C -0.42295 -1.35968 -0.75878 0.2 0.0 0.0
H -8.36799 0.26578 0.57128 0.5 0.4 -0.5
C 1.13571 -1.00028 -1.05452 -0.2 -1.8 -1.2
O -4.39333 -0.67138 0.79442 -0.4 0.5 -0.9
C 5.76657 2.01038 -0.51035 0.0 -0.4 -1.0
C 3.66770 -1.34690 -0.57369 -0.7 0.9 0.7
C -0.75407 -1.86607 0.74653 -0.9 -0.5 -0.7
H 3.67771 -1.20716 -1.68430 0.1 -0.6 0.9
H -2.45464 -2.22061 2.06708 0.3 0.8 -0.5
H -1.01974 -0.44575 -1.02786 0.4 -0.9 0.3
H 1.28763 0.16581 -1.07148 0.2 -1.5 -0.5
H 2.07056 -2.88167 -0.08879 -0.2 0.8 -0.2
H 3.18031 0.75476 0.14389 0.4 -0.5 0.0
N -8.11483 3.09633 0.61322 -0.2 -0.9 -0.8
Ag 0.81838 0.04695 0.83064 -0.1 2.8 2.3
O 6.84379 1.59162 0.34226 -1.3 0.5 0.5
H 2.11549 -1.37482 0.96759 0.7 -1.4 -1.1
H 7.60850 1.93783 2.21579 -0.7 0.1 -0.4
H 5.81513 -0.01236 -1.27666 -0.6 0.7 0.1
C -3.31799 -1.48327 0.22571 -0.3 0.7 0.1
H 4.49262 0.94701 -2.00790 0.1 0.0 0.8
H 0.00968 -1.55786 1.55578 -1.0 -1.0 -0.6
C 4.06638 0.07194 0.02430 0.3 -0.1 -1.3
H -2.07878 -0.49026 1.83311 -0.6 -0.4 -0.7
H -8.89032 2.61330 -1.22374 0.4 -1.0 0.4
H -3.06057 -1.01325 -0.74862 0.1 -0.5 0.7
C 6.67485 2.15287 1.64975 0.9 0.4 0.2
C 5.01737 0.74463 -1.04606 0.7 -0.1 0.9
H 4.56218 -0.00551 1.01767 -0.3 0.0 -0.7
C -2.18263 -1.45973 1.29237 0.3 -0.7 0.0
H -0.75113 -2.16376 -1.45696 0.3 0.6 0.5
H 5.80672 1.73501 2.21422 0.4 0.2 -0.5
H 6.20797 2.56774 -1.37877 -0.4 -0.4 0.7
H -8.54652 3.98842 0.35795 0.1 -0.1 0.2
H -3.75619 -2.49196 0.03885 0.8 0.4 0.1
O -6.37299 0.79526 0.08165 1.1 -1.0 0.4
H 6.58189 3.26624 1.55999 0.0 -0.8 0.3
O -5.41655 -0.81802 -1.59316 0.1 0.1 2.4
S -5.76579 -0.76006 -0.14917 -0.7 0.5 -1.8
C 2.20939 -1.78063 -0.12647 0.7 1.5 -0.1
H 1.33793 -1.32121 -2.10977 -0.1 0.6 0.9
H -7.94522 0.28665 -1.19979 0.1 0.4 0.8
H -0.74043 -2.98605 0.70393 0.5 1.0 0.2
C -8.32590 2.25602 -0.32685 0.6 0.7 0.6
H 4.42772 -2.08377 -0.23359 -0.6 0.4 -0.5
H 5.07427 2.70980 0.01556 0.4 -0.5 -0.3
C -7.77793 0.79769 -0.21624 -1.3 0.2 -0.8

72
Properties=species:S:1:pos:R:3:forces:R:3 method="wB97M-V/def2-TZVPD" homo_lumo_gap_ev=8.63 lumo_energy_ha=-0.008 max_force_ha_per_bohr=0.0689 homo_ha=-0.3247
Br -0.06068 -3.92704 7.06466 -0.1 0.0 0.1
B -4.77782 4.29628 -4.38324 -0.1 0.6 -1.4
Br 3.37696 -3.87418 0.37568 0.1 -0.1 0.0
C 0.15475 1.19584 -0.09981 0.1 0.0 0.2
C -1.33935 3.95867 -4.49832 1.7 -0.5 -1.4
C 2.94253 -5.34004 -0.83104 0.0 0.3 0.0
H -0.59768 1.65969 -0.73550 0.1 -0.1 0.0
Br 1.86088 2.02257 -0.55605 -0.1 0.0 0.0
Br -1.95686 2.22464 5.22461 -0.2 0.0 -0.1
C 1.19209 3.38948 -4.17042 -0.2 -0.9 -1.1
B -4.40067 2.93253 -6.29135 0.0 1.2 -0.1
Br 2.31473 -1.44480 -6.25023 -0.1 0.1 0.0
C 0.10762 -0.57827 4.02824 0.2 0.0 0.1
B -2.70978 4.20506 -5.29025 -0.3 1.5 -0.3
O -3.65123 5.14114 -4.70311 -0.5 -3.5 0.1
H -4.61522 1.93561 -6.90616 -0.1 0.2 0.0
H 3.50984 4.86788 3.73028 -0.1 -0.1 0.0
C 1.69602 3.82369 3.25726 -0.1 0.0 0.2
H 3.76403 -6.05167 -0.77511 -0.2 0.0 0.0
H 1.70980 4.33571 -3.85478 -0.8 -0.8 -0.1
H 1.06326 -2.51774 4.30663 -0.1 0.1 0.0
C 1.60429 -5.94698 -0.49350 0.0 -0.3 0.0
C -3.46739 -0.19427 5.48797 -0.3 -0.1 -0.1
C -0.25818 -5.84475 6.78010 0.2 0.1 0.0
H 1.84188 -0.96398 -8.62508 0.1 0.1 0.0
H -1.09556 -6.17165 7.39342 0.0 0.0 -0.1
H -3.81348 1.54404 6.70324 0.0 -0.1 -0.1
O -3.11894 3.55991 -6.49318 -1.1 -0.6 2.6
Br 3.93321 1.78984 -6.96966 0.1 -0.1 0.0
Br 3.13644 5.37541 1.34338 0.0 0.1 0.0
C 3.50733 0.31604 -8.17061 0.0 0.3 -0.1
H 1.26586 -6.60110 -1.29725 0.1 0.1 0.0
I 0.15319 3.54556 -7.19388 -0.1 0.1 1.1
H 0.83561 -5.20406 -0.28769 0.1 0.0 0.0
Br 1.72109 -7.09341 1.07887 -0.1 0.1 0.0
H -5.22030 4.20905 -3.28266 0.0 0.3 -0.1
H 3.47627 0.75960 -9.16590 -0.1 -0.1 0.1
C -0.43000 -6.16454 5.31627 -0.2 -0.2 -0.1
C 2.58482 5.03840 3.17939 0.2 0.0 -0.2
Br -0.11359 4.20231 2.64319 0.1 0.0 -0.1
Br 0.07589 -2.61774 2.01998 0.0 -0.3 0.4
H -0.64318 -0.11270 3.39196 0.1 -0.1 0.1
C 2.17736 -0.30429 -7.82449 0.0 -0.3 0.0
H 1.95157 2.78948 -4.76332 -1.0 0.8 0.5
O -5.38501 3.45774 -5.39105 3.2 0.2 0.3
H -2.53671 -0.58372 5.89661 -0.1 0.1 0.0
H -0.71156 -2.53689 4.35769 0.0 0.1 0.0
C -0.10090 3.66104 -5.05485 -0.8 0.2 2.2
H 1.11090 -0.74196 0.17703 -0.1 0.1 -0.1
H -4.39271 1.72847 5.03439 0.1 -0.1 0.0
C 0.15942 -2.07745 3.88982 -0.3 -0.1 -0.1
H -0.02788 1.47773 0.93855 0.0 -0.1 0.0
H 1.40180 0.43116 -7.61649 0.1 0.0 0.0
H -0.31089 -7.23377 5.14070 0.0 0.1 0.1
H 0.91055 2.72403 -3.29486 0.3 1.1 -0.9
Br 0.12231 -0.84461 -2.11110 0.1 0.0 0.0
H -4.30698 -0.71794 5.94504 0.1 0.1 0.0
H 4.33670 -0.38654 -8.11723 -0.1 0.0 0.0
C 0.20714 -0.30321 -0.23888 -0.1 0.2 -0.3
H -0.66164 -0.76106 0.22835 0.0 0.2 -0.1
Br -2.23301 -5.74653 4.70677 0.1 0.1 0.0
H -0.07483 -0.29383 5.06503 0.0 0.0 -0.1
C -3.61391 1.29689 5.66033 0.2 0.1 0.2
H 2.06092 2.99126 2.65911 0.0 0.2 0.0
H 2.92134 -4.89372 -1.82533 -0.1 -0.1 0.1
H 0.66156 -6.28607 7.16400 0.0 0.0 -0.1
H 1.57889 3.49921 4.29158 0.1 0.0 -0.1
Br -3.51582 -0.70111 3.60620 0.1 0.0 0.1
H 2.11355 5.94902 3.54450 0.0 -0.1 0.0
H 0.25688 -5.61691 4.67285 0.0 0.0 0.1
Br 1.82149 0.23065 3.57205 -0.1 0.0 -0.1
I -1.47903 4.11293 -2.31337 0.0 0.0 -1.3

54
Properties=species:S:1:pos:R:3:forces:R:3 method="wB97M-V/def2-TZVPD" homo_lumo_gap_ev=9.85 smiles=CCO.CCO.CCO.CCO.CCO.CCO lumo_energy_ha=0.016 max_force_ha_per_bohr=0.0473 relative_energy_kcal_mol=62.5 homo_ha=-0.3462
H 1.76954 0.75528 -2.98623 -0.2 -0.5 0.1
H 1.92024 2.42971 -3.01567 -0.1 0.5 0.1
H 1.17886 1.89665 -0.90295 0.6 0.1 -0.2
C 4.01811 -2.49452 3.42496 -0.5 0.3 1.8
H -2.69757 -0.24575 -2.70611 0.2 0.2 0.4
H 3.50701 0.24901 0.50785 0.4 -0.1 -0.3
H 0.67764 1.69053 -4.95994 -0.1 0.7 -0.1
C 0.31074 -1.51607 -0.19754 2.4 0.2 0.1
H 4.92105 -1.88645 3.36971 0.4 -0.2 -0.5
C 0.14812 1.74802 -4.00893 0.0 -0.7 0.5
H 3.53602 3.51856 -0.91466 -0.4 0.2 -0.2
O 0.55557 1.74810 -1.61782 -0.9 -0.1 -0.2
H 1.03012 -0.80516 -0.60398 0.2 0.0 -0.1
H 0.66576 -1.73299 0.80994 0.1 -0.5 0.0
H -4.13852 -2.27520 -3.98852 0.3 0.0 -0.1
O -3.44078 -0.45826 -3.27539 -0.5 -1.5 -0.4
H 0.31642 -2.39105 -0.84752 -0.1 -0.1 0.2
H 4.73465 3.09873 0.75275 0.5 -0.3 0.4
C -3.46432 1.33356 2.13341 1.2 -0.8 -1.5
C -4.28278 -2.24456 -1.86897 -1.7 0.5 0.8
H -0.46510 0.84727 -4.03550 -0.4 0.1 0.3
H -4.48054 -3.30672 -1.72469 0.3 -0.1 0.0
H 5.04855 -4.00355 3.26563 0.1 -0.9 -0.2
H -3.22158 2.13695 1.43789 0.6 0.2 0.2
H 3.32780 1.32092 1.81970 -0.1 0.2 0.2
C 4.04939 1.01488 1.06225 -1.0 1.1 0.1
H -5.29961 0.65964 3.00087 0.0 0.0 0.0
H -5.44844 1.87278 1.71248 -0.3 -0.1 0.0
H -0.45812 2.63500 -3.82498 0.0 0.0 -0.6
C 4.37994 2.24532 0.17484 0.7 -1.2 1.3
H 2.63648 -0.91321 3.07804 -0.1 0.0 0.0
H -4.69276 3.34813 3.07557 0.1 0.4 0.4
H -2.58996 -2.35503 -3.01979 0.3 -0.1 -0.8
H -3.83078 -1.80389 -0.98038 0.4 -0.2 -0.1
C -3.57837 -1.90854 -3.12834 0.8 1.2 0.1
C 2.88276 -1.91269 2.71959 -1.3 0.6 -1.2
H -1.05243 -0.06118 0.62169 0.1 -0.2 0.3
O 3.23341 2.71717 -0.48130 -0.4 -0.2 -0.6
O 4.12842 -3.83844 3.04723 1.3 -0.2 -0.4
H -3.36833 0.43049 1.53063 0.0 -0.2 0.0
H 4.88258 0.58929 1.62152 0.2 0.1 -0.4
C -4.84617 1.54785 2.56088 -0.8 -0.4 0.7
H 5.17764 1.91611 -0.49104 0.0 0.3 -0.5
H 3.03542 -1.86973 1.64119 0.2 0.1 -0.1
H -2.76596 1.26948 2.96784 -0.1 0.1 0.0
O -1.36457 -0.28569 -1.40194 -0.5 -1.4 1.2
H -0.84531 0.51485 -1.50726 0.5 0.4 0.1
C -0.98520 -0.87728 -0.09773 -1.6 1.0 -1.4
H 2.02249 -2.57102 2.84058 -0.1 0.1 0.2
C 1.16120 1.65577 -2.90169 1.3 0.1 0.2
H 3.76010 -2.49565 4.48398 0.1 0.2 0.4
O -4.80863 2.53266 3.56872 -0.7 0.8 0.2
H -1.63151 -1.70829 0.18476 -1.0 0.6 -0.2
H -5.25851 -1.76200 -1.92545 -0.3 0.0 0.1